Entry 1:
Molecular formula: C67H169N11O23
Method: DFT, ωB97M-V/def2-TZVPD

ORCA input file:
```
! RIJCOSX wB97M-V def2-TZVPD def2/J DEFGRID3
* xyz 0 1
C -4.992 -2.844 -0.111
O -3.770 -2.221 -0.001
H -4.831 -3.929 -0.520
H -5.415 -3.077 0.822
H -5.564 -2.292 -0.824
H -3.699 -2.004 0.901
C -6.343 -8.633 -2.515
O -5.435 -8.652 -1.445
C -5.078 -7.287 -1.116
C -3.823 -7.344 -0.283
N -3.417 -6.033 0.059
C -2.138 -6.039 0.823
C -1.442 -4.698 0.572
O -0.927 -4.795 -0.726
C -0.561 -3.562 -1.387
H -6.805 -9.617 -2.683
H -5.817 -8.214 -3.332
H -7.187 -8.012 -2.225
H -5.874 -6.720 -0.613
H -4.809 -6.772 -1.974
H -3.086 -7.963 -0.924
H -3.975 -7.967 0.543
H -3.217 -5.636 -0.853
H -1.420 -6.806 0.589
H -2.371 -6.024 1.918
H -0.552 -4.589 1.228
H -2.053 -3.821 0.560
H 0.373 -3.264 -0.997
H -1.242 -2.740 -1.267
H -0.569 -3.623 -2.475
C -4.040 0.175 2.675
O -4.037 -1.274 2.777
C -3.104 -1.731 3.755
C -1.646 -1.554 3.276
N -0.722 -2.077 4.243
C -0.467 -3.517 4.089
C 0.299 -3.932 5.328
O 1.605 -3.272 5.411
C 2.519 -3.897 4.572
H -4.990 0.489 2.145
H -3.146 0.534 2.211
H -4.045 0.657 3.712
H -3.237 -2.815 3.817
H -3.380 -1.382 4.774
H -1.283 -0.516 3.161
H -1.572 -2.071 2.282
H 0.096 -1.535 4.382
H 0.199 -3.635 3.210
H -1.375 -4.097 3.909
H 0.582 -4.985 5.297
H -0.288 -3.642 6.300
H 3.530 -3.736 5.052
H 2.507 -3.532 3.570
H 2.271 -4.966 4.533
C 0.508 2.900 -7.425
O 0.403 2.969 -6.011
C 0.061 4.323 -5.546
C -1.169 4.371 -4.574
N -2.262 3.610 -5.172
C -3.585 3.487 -4.540
C -4.417 2.942 -5.632
O -3.959 1.598 -5.952
C -4.438 1.198 -7.202
H 1.441 3.363 -7.821
H -0.262 3.478 -7.915
H 0.401 1.912 -7.747
H -0.155 4.996 -6.440
H 0.844 4.761 -4.938
H -1.424 5.352 -4.363
H -0.866 3.958 -3.651
H -1.872 2.740 -5.422
H -3.989 4.450 -4.266
H -3.584 2.825 -3.723
H -4.264 3.594 -6.534
H -5.498 2.867 -5.390
H -5.542 1.188 -7.174
H -4.033 0.251 -7.453
H -4.209 1.909 -8.024
C 1.852 2.648 0.912
O 1.773 2.232 2.302
C 0.425 1.905 2.688
C 0.554 1.816 4.207
N 1.117 0.550 4.682
C 1.036 0.508 6.149
C 2.160 -0.219 6.949
O 3.426 0.409 6.746
C 3.411 1.819 7.045
H 2.689 3.360 0.870
H 0.962 3.217 0.642
H 2.038 1.783 0.291
H 0.018 0.963 2.318
H -0.254 2.750 2.434
H -0.419 1.853 4.661
H 1.155 2.611 4.605
H 2.081 0.481 4.400
H 0.146 -0.010 6.320
H 0.953 1.485 6.623
H 2.197 -1.251 6.718
H 1.955 -0.077 8.003
H 2.846 2.290 6.294
H 4.434 2.122 6.866
H 3.049 1.996 8.027
C 2.020 3.851 -2.482
O 1.624 5.175 -2.684
C 2.626 6.206 -2.493
C 2.033 7.486 -3.060
N 1.117 7.218 -4.158
C 0.823 8.463 -4.870
C -0.494 8.452 -5.659
O -0.398 7.412 -6.633
C -1.627 7.100 -7.173
H 3.050 3.749 -2.610
H 1.557 3.315 -3.290
H 1.668 3.489 -1.526
H 3.521 5.923 -2.989
H 2.866 6.330 -1.449
H 2.907 8.121 -3.355
H 1.514 8.040 -2.197
H 0.285 6.690 -3.986
H 1.595 8.661 -5.651
H 0.679 9.299 -4.203
H -0.689 9.395 -6.195
H -1.308 8.192 -5.028
H -1.693 6.074 -7.418
H -1.785 7.642 -8.095
H -2.458 7.334 -6.481
C 7.914 -5.726 5.021
O 7.524 -6.432 3.818
C 6.101 -6.691 3.930
C 5.644 -6.835 2.454
N 5.754 -5.585 1.823
C 5.440 -5.758 0.396
C 3.969 -5.910 0.187
O 3.251 -4.748 0.598
C 1.899 -5.069 0.336
H 7.857 -6.369 5.880
H 7.271 -4.902 5.115
H 8.985 -5.475 4.864
H 5.624 -5.780 4.279
H 5.824 -7.571 4.559
H 4.610 -7.182 2.422
H 6.332 -7.642 2.043
H 6.648 -5.197 2.022
H 5.993 -6.563 -0.106
H 5.758 -4.897 -0.217
H 3.595 -6.800 0.709
H 3.900 -6.087 -0.857
H 1.632 -5.940 0.944
H 1.666 -5.271 -0.707
H 1.279 -4.258 0.744
C 9.260 -4.041 1.801
O 7.948 -3.699 2.145
C 7.428 -2.572 1.369
C 5.992 -2.200 1.770
N 5.629 -0.907 1.185
C 5.013 -0.846 -0.162
C 3.485 -1.233 -0.120
O 2.812 -0.576 0.888
C 1.707 -1.266 1.454
H 9.382 -4.234 0.683
H 9.641 -4.832 2.455
H 9.884 -3.126 1.907
H 7.391 -3.018 0.343
H 8.126 -1.725 1.434
H 5.995 -2.000 2.852
H 5.398 -3.139 1.636
H 5.111 -0.390 1.829
H 5.536 -1.551 -0.822
H 5.000 0.241 -0.427
H 3.395 -2.387 0.061
H 3.012 -1.166 -1.111
H 2.010 -2.176 2.015
H 1.133 -1.596 0.571
H 1.076 -0.628 2.014
C -8.242 4.687 1.595
O -7.111 5.441 2.072
C -6.268 5.666 0.998
C -4.907 6.114 1.399
N -3.959 5.029 1.552
C -4.128 4.159 2.668
C -3.229 4.517 3.868
O -3.602 5.844 4.205
C -2.620 6.408 5.127
H -7.925 3.748 1.067
H -8.816 5.186 0.907
H -8.822 4.491 2.501
H -6.673 6.437 0.295
H -6.115 4.743 0.371
H -4.922 6.641 2.395
H -4.370 6.815 0.733
H -3.813 4.599 0.621
H -3.864 3.079 2.389
H -5.179 4.188 3.119
H -2.215 4.456 3.414
H -3.344 3.845 4.684
H -3.230 7.189 5.546
H -1.700 6.726 4.677
H -2.485 5.616 5.894
C 2.351 -10.202 -0.930
O 2.420 -9.281 -2.012
C 1.319 -8.401 -2.098
C 1.437 -7.581 -3.334
N 2.591 -6.714 -3.381
C 2.752 -5.903 -4.559
C 4.183 -5.303 -4.536
O 4.512 -4.866 -3.241
C 3.865 -3.662 -2.797
H 2.907 -9.809 -0.080
H 2.681 -11.177 -1.206
H 1.298 -10.311 -0.647
H 1.270 -7.812 -1.175
H 0.361 -9.007 -2.107
H 0.548 -6.975 -3.431
H 1.345 -8.250 -4.144
H 3.430 -7.151 -3.036
H 1.925 -5.213 -4.724
H 2.674 -6.567 -5.440
H 4.305 -4.361 -5.184
H 4.937 -6.056 -4.813
H 3.883 -2.793 -3.441
H 4.227 -3.473 -1.809
H 2.794 -3.916 -2.681
C 1.605 0.380 -2.725
O 0.613 -0.266 -1.902
C -0.364 0.618 -1.378
C -1.593 -0.142 -0.851
N -2.578 0.796 -0.351
C -3.371 1.379 -1.433
C -4.737 1.955 -0.974
O -5.409 0.867 -0.418
C -6.544 1.334 0.321
H 2.464 0.670 -2.090
H 1.215 1.117 -3.422
H 1.963 -0.379 -3.391
H -0.688 1.248 -2.188
H 0.067 1.268 -0.635
H -1.292 -0.880 -0.078
H -1.954 -0.683 -1.763
H -3.258 0.199 0.138
H -3.659 0.748 -2.275
H -2.837 2.203 -1.856
H -5.284 2.357 -1.848
H -4.595 2.720 -0.119
H -6.287 2.042 1.154
H -7.023 0.451 0.862
H -7.295 1.729 -0.333
C -2.803 8.627 -0.813
O -2.756 7.255 -0.595
C -1.735 6.637 -1.350
C -1.373 5.237 -0.730
N -1.145 5.314 0.689
C -0.056 6.180 1.129
C -0.159 6.714 2.560
O 0.042 5.870 3.685
C 1.425 5.526 3.926
H -3.750 8.985 -0.415
H -2.618 8.891 -1.889
H -2.028 9.091 -0.247
H -0.873 7.341 -1.399
H -2.066 6.487 -2.346
H -0.430 4.938 -1.230
H -2.109 4.499 -1.084
H -2.041 5.507 1.159
H 0.009 7.111 0.536
H 0.873 5.689 0.909
H -1.183 7.045 2.731
H 0.482 7.566 2.630
H 1.494 4.856 4.812
H 2.052 6.430 4.099
H 1.880 4.974 3.098
*
```

Its SMILES is COCCNCCOC.COCCNCCOC.COCCNCCOC.COCCNCCOC.COCCNCCOC.COCCNCCOC.COCCNCCOC.COCCNCCOC.COCCNCCOC.COCCNCCOC.COCCNCCOC.CO. The HOMO-LUMO gap is 8.57 eV. As for the highest occupied orbital energy: -8.11 eV.

***

Entry 2:
Molecular formula: C17H21Cl3IrO4
Method: DFT, ωB97M-V/def2-TZVPD

ORCA input file:
```
! RIJCOSX wB97M-V def2-TZVPD def2/J DEFGRID3
* xyz -2 6
C 1.060 1.517 -1.677
C 2.384 1.695 -0.987
C 2.219 2.560 0.110
C 3.666 1.129 -1.475
C 0.893 3.069 0.142
C 0.183 2.563 -0.962
C -1.066 2.964 -1.430
C 1.000 1.420 -3.168
C 3.289 2.862 1.096
C 0.344 4.001 1.136
Ir 0.507 -0.162 -0.478
Cl 2.070 -0.727 0.952
Cl 1.347 -1.536 -2.122
Cl -0.910 0.788 1.262
H 3.627 0.964 -2.551
H 3.893 0.192 -0.985
H 4.470 1.841 -1.286
H 3.842 1.955 1.355
H 2.850 3.268 2.004
H 3.977 3.599 0.669
H 0.522 3.624 2.150
H -0.728 4.133 0.981
H 0.843 4.971 1.024
H -1.845 3.230 -0.689
H -1.607 1.378 -1.820
H -1.138 3.339 -2.464
H 1.623 0.611 -3.511
H 1.311 2.362 -3.603
H -0.020 1.213 -3.449
O -1.857 0.393 -2.071
H -2.195 0.027 -1.195
O -3.254 -2.049 0.559
C -2.974 -3.211 1.171
C -4.034 -3.974 1.715
C -3.758 -5.157 2.389
C -2.433 -5.587 2.562
C -1.388 -4.842 2.014
C -1.631 -3.672 1.286
C -0.456 -2.919 0.663
O 0.694 -3.352 0.803
O -0.785 -1.812 0.005
H -2.355 -1.685 0.247
H -5.046 -3.593 1.598
H -4.579 -5.743 2.794
H -2.205 -6.498 3.118
H -0.349 -5.147 2.120
*
```

The HOMO-LUMO gap (spin up / spin down) is 4.35 / 6.58 eV. The expectation value of S² is 8.786. As for the highest occupied orbital energy (spin up / spin down): 0.66 / -1.63 eV.

***

Entry 3:
Molecular formula: C35H45AuClN6O7P3
Method: DFT, ωB97M-V/def2-TZVPD

ORCA input file:
```
! RIJCOSX wB97M-V def2-TZVPD def2/J DEFGRID3
* xyz 2 1
Au -1.274 1.481 0.142
N 1.340 -2.312 2.458
C 0.291 -1.275 2.131
C -0.580 -0.972 3.335
P 1.288 0.224 1.706
O 1.904 -0.206 0.274
O 2.383 0.314 2.691
O 0.334 1.414 1.562
P -0.529 -1.905 0.575
O -1.870 -2.562 1.201
O 0.404 -2.958 0.090
O -0.922 -0.776 -0.337
H 1.057 -2.935 3.210
H 2.210 -1.817 2.714
H 1.436 -2.858 1.554
H 0.033 -0.580 4.150
H -1.124 -1.855 3.672
H -1.311 -0.209 3.077
H 2.853 0.021 0.288
H -2.036 -3.431 0.800
N -4.288 1.556 0.493
P -3.102 1.218 1.661
C -3.049 2.648 2.762
C -1.856 3.339 2.968
C -1.864 4.485 3.751
C -3.046 4.930 4.320
C -4.231 4.226 4.126
C -4.240 3.083 3.349
C -3.914 -0.116 2.544
C -3.835 -0.164 3.938
C -4.521 -1.152 4.619
C -5.262 -2.097 3.918
C -5.308 -2.069 2.528
C -4.617 -1.094 1.834
C -4.056 2.173 -0.704
C -5.109 2.625 -1.506
C -4.821 3.239 -2.704
C -3.489 3.397 -3.094
C -2.505 2.933 -2.261
N -2.785 2.327 -1.092
H -5.253 1.388 0.736
H -0.932 2.980 2.531
H -0.943 5.029 3.912
H -3.047 5.834 4.913
H -5.149 4.568 4.584
H -5.161 2.531 3.206
H -3.277 0.588 4.482
H -4.493 -1.179 5.700
H -5.803 -2.863 4.458
H -5.879 -2.813 1.990
H -4.625 -1.080 0.751
H -6.128 2.494 -1.170
H -5.626 3.600 -3.329
H -3.232 3.873 -4.028
H -1.460 3.045 -2.503
C 1.100 -2.192 -2.827
C 1.966 -1.845 -4.044
C 2.683 -3.122 -4.514
C 1.039 -1.430 -5.201
C 3.005 -0.709 -3.724
O 4.065 -0.698 -4.659
C 3.542 -0.760 -2.266
C 4.561 -1.852 -1.917
C 4.979 -1.621 -0.488
C 4.350 -2.305 0.551
C 4.699 -2.078 1.871
C 5.682 -1.143 2.171
Cl 6.121 -0.859 3.810
C 6.309 -0.439 1.150
C 5.951 -0.677 -0.165
C 2.439 0.729 -3.914
N 1.750 1.264 -2.755
C 0.468 1.210 -2.430
N 0.299 1.861 -1.283
C 1.535 2.335 -0.961
N 2.427 2.001 -1.844
H 0.290 -2.852 -3.143
H 0.646 -1.314 -2.362
H 1.667 -2.724 -2.062
H 1.956 -3.934 -4.565
H 3.474 -3.445 -3.838
H 3.095 -3.006 -5.518
H 0.499 -2.309 -5.555
H 1.609 -1.031 -6.042
H 0.291 -0.697 -4.888
H 4.374 -1.594 -4.821
H 2.697 -0.840 -1.581
H 4.027 0.200 -2.081
H 5.421 -1.778 -2.584
H 4.121 -2.845 -2.003
H 3.584 -3.038 0.318
H 4.233 -2.635 2.674
H 7.076 0.283 1.395
H 6.448 -0.130 -0.959
H 1.790 0.785 -4.783
H 3.297 1.372 -4.095
H -0.292 0.669 -2.970
H 1.747 2.909 -0.075
*
```

The HOMO-LUMO gap is 4.38 eV. As for the highest occupied orbital energy: -12.48 eV.

***

Short version: energy relative to the best compared isomer or geometry (same formula, charge and spin) = 2.4268; 0.0000; 0.8429 eV, in the order given.
Short version: calculated total energy = -4986.255205; -2446.230056; -3835.619816 a.u., in the order given.